(1)
Formula: C4H5NO
Source: OMol25
Level of theory: ωB97M-V/def2-TZVPD

Results
DFT total energy = -7763.151 eV
molar mass = 83.09 g mol⁻¹
Kohn-Sham gap = 0.393 hartree
HOMO level = -9.849 eV
SMILES = C=C1CO1.C#N
ΔE to the lowest compared entry with this formula, charge and spin = 77.8 kcal/mol

Positions of all 11 atoms, in Å:
1 C -1.359 0.880 0.084
2 O -1.130 0.383 -1.257
3 N 2.789 1.566 0.668
4 C -0.107 -1.569 -0.251
5 H -2.401 1.108 0.334
6 H -0.652 1.664 0.311
7 C 2.087 0.662 0.528
8 H -0.057 -2.250 0.583
9 H 1.376 -0.153 0.496
10 H 0.261 -1.851 -1.242
11 C -0.808 -0.440 -0.254

Atom charges from the Mulliken analysis, given in e for atoms 1 to 5:
1. C -0.095
2. O -0.354
3. N -0.380
4. C -0.878
5. H 0.230

=====

(2)
Formula: C52H115N3O10
Source: OMol25
Level of theory: ωB97M-V/def2-TZVPD

Results
DFT total energy = -80726.970 eV
molar mass = 942.50 g mol⁻¹
Kohn-Sham gap = 0.308 hartree
HOMO level = -7.672 eV

Positions of all 180 atoms, in Å:
1 C -4.998 5.007 1.978
2 H 3.793 -0.608 2.966
3 H 5.121 -2.548 -3.927
4 H -2.273 -0.003 9.026
5 H 0.449 1.500 -3.657
6 C 0.910 -0.232 -4.966
7 H -2.344 -5.206 5.586
8 H -2.467 -1.471 -6.739
9 C 8.476 3.771 1.755
10 H -2.243 7.491 -3.665
11 O 1.903 -2.288 3.521
12 H 3.992 2.977 1.703
13 H -4.765 -4.197 1.497
14 C 4.439 -2.647 -0.687
15 H -3.994 -5.380 -4.775
16 C -4.126 -0.486 1.155
17 H -3.639 2.904 3.317
18 C -1.998 -3.142 -3.728
19 H 3.683 6.143 0.685
20 H 0.058 -1.651 7.786
21 H 0.380 -2.884 0.451
22 H 1.897 3.330 -3.773
23 C 0.968 -4.076 4.828
24 H -1.525 -0.934 -8.151
25 C -0.731 0.529 4.437
26 H 2.802 0.472 1.963
27 H 0.205 -4.638 -3.767
28 C -3.923 -4.122 -3.059
29 H 1.524 -1.118 -4.808
30 H 3.679 -7.409 -5.116
31 H 4.002 -0.318 -2.969
32 H -0.533 7.798 -3.519
33 C 0.854 5.418 -0.755
34 H 0.472 -0.745 5.691
35 C -3.549 -5.708 3.925
36 C 2.773 -0.317 2.715
37 C -7.106 1.514 1.064
38 H 3.793 -6.176 -6.371
39 H 1.491 0.413 -5.625
40 H -1.237 1.494 4.466
41 H -0.143 5.033 -0.915
42 C -0.190 -2.428 -0.358
43 H 2.794 4.685 -4.553
44 C -2.969 -5.295 1.622
45 H -5.749 4.389 2.471
46 H 0.090 -0.163 -3.081
47 C 2.924 5.787 -1.402
48 C -5.191 0.402 1.726
49 H 2.245 -1.990 1.485
50 H -1.380 -0.303 4.164
51 O 1.920 -5.575 -4.404
52 H -0.819 6.320 -5.510
53 H -3.400 -3.203 1.120
54 H -5.733 4.670 -0.025
55 C -1.702 -0.896 8.775
56 C 0.774 0.459 -3.659
57 C -3.360 -5.034 5.232
58 H 1.588 -3.706 -3.402
59 H 6.299 2.981 3.089
60 C 1.238 -4.738 -3.432
61 O -2.770 -4.982 2.969
62 O -0.342 -0.530 -5.520
63 H 0.264 -5.096 -1.566
64 H 0.505 0.909 6.275
65 H -1.010 -0.740 0.807
66 C 8.970 3.701 3.185
67 H -1.351 4.211 1.766
68 H -7.848 0.970 1.648
69 H 8.972 4.564 3.851
70 H -4.700 5.882 2.556
71 H 3.676 -5.874 -3.299
72 C -1.280 7.005 -3.509
73 H 0.016 3.540 -5.289
74 H 0.279 -4.919 4.879
75 H -3.434 -6.273 1.502
76 O 0.231 5.280 -4.202
77 H -1.231 -0.716 -0.928
78 H -4.612 -5.649 3.691
79 H 0.400 -2.525 -1.270
80 H 8.824 2.956 1.121
81 H 1.987 -4.436 4.684
82 H 10.019 3.406 3.226
83 C 4.820 3.675 1.581
84 H 1.724 0.442 -3.125
85 N -3.560 -4.639 -4.244
86 C -2.359 -4.108 -4.575
87 C 6.178 3.069 2.009
88 H -1.493 2.562 2.142
89 H 0.078 0.534 3.707
90 N 4.948 -3.158 -1.849
91 C 1.959 1.861 -0.515
92 H 2.414 3.158 -5.380
93 H -6.120 6.315 0.612
94 H -7.559 1.631 -1.078
95 C -1.002 5.891 -4.525
96 H -4.779 1.267 2.245
97 H 1.877 1.991 -1.594
98 H -1.712 -2.641 -7.724
99 H -1.041 3.517 3.407
100 H 2.462 0.054 3.691
101 C 1.213 -5.362 -2.030
102 H -3.647 -3.990 5.102
103 H -4.013 -4.325 -0.100
104 C 0.671 4.402 -5.164
105 H 3.411 -0.770 -0.333
106 H 0.532 -1.482 -7.068
107 H 5.058 -6.393 -5.231
108 H 3.752 5.870 -2.090
109 H 5.383 -4.067 -1.912
110 H 0.623 1.177 1.127
111 C 3.971 -6.378 -5.315
112 H 4.662 4.604 2.129
113 H -1.995 -5.274 1.133
114 H -8.941 2.154 -0.130
115 H -5.858 -0.127 2.407
116 H 4.400 -3.287 0.182
117 C -3.160 3.832 3.007
118 N 1.650 5.514 -1.821
119 H -0.204 -2.552 -5.891
120 H 0.967 -3.431 5.707
121 H 0.113 0.029 8.301
122 H 8.499 2.880 3.726
123 H 1.987 -4.998 -1.354
124 H 1.244 -6.451 -2.068
125 O -3.813 4.234 1.750
126 H -0.172 1.634 -0.370
127 C 4.203 -1.190 -2.366
128 H -2.413 -1.619 8.375
129 C 1.566 5.738 0.402
130 H -4.436 5.819 0.149
131 H -1.350 6.592 -2.503
132 C -7.853 2.101 -0.140
133 C 2.889 5.914 -0.010
134 H -3.194 4.497 3.871
135 H 4.865 3.758 0.495
136 H 1.360 5.267 -2.757
137 O 0.732 -0.286 -0.330
138 H -1.111 -2.527 -3.772
139 C 3.992 -1.400 -0.989
140 H -6.754 2.396 1.599
141 H -2.960 -2.452 -1.825
142 H 6.372 2.103 1.544
143 H -3.351 -0.051 0.525
144 H -3.249 -6.755 3.974
145 H -1.857 5.216 -4.576
146 H 3.694 -4.519 -4.423
147 H -4.004 -5.425 6.020
148 C -0.329 -1.602 -6.411
149 C -0.532 -0.740 7.875
150 C 3.312 -5.528 -4.267
151 H -1.926 -4.517 -5.476
152 H -4.793 -4.461 -2.516
153 H -3.595 -1.026 1.939
154 H 2.082 2.878 -0.142
155 C -0.120 0.166 5.780
156 O -6.042 0.727 0.626
157 H -1.498 -1.441 9.697
158 C -5.387 5.508 0.580
159 C 0.689 1.108 0.042
160 C -3.813 -4.199 0.964
161 H 0.899 -1.160 2.075
162 C -1.561 -1.639 -7.321
163 O 7.116 4.043 1.575
164 H 1.198 5.766 1.417
165 H 0.814 4.948 -6.096
166 H -7.552 3.129 -0.344
167 H 9.004 4.588 1.265
168 C 1.882 -1.507 2.393
169 H -4.656 -1.196 0.520
170 C 2.038 3.910 -4.685
171 C -2.960 -3.111 -2.681
172 C 0.740 -3.157 3.620
173 C 4.881 -2.306 -2.903
174 C -0.520 -0.966 -0.140
175 C -1.714 3.548 2.551
176 H 0.549 -3.859 2.808
177 H -0.169 -2.578 3.787
178 H 2.882 1.296 -0.384
179 O -1.114 -0.251 6.682
180 H -1.125 -2.956 -0.546

Atom charges from the Mulliken analysis, given in e for atoms 1 to 5:
1. C -0.393
2. H 0.443
3. H 0.507
4. H 0.294
5. H -0.044

=====

(3)
Formula: BrHO2
Source: OMol25
Level of theory: ωB97M-V/def2-TZVPD

Results
DFT total energy = -74148.350 eV
molar mass = 112.91 g mol⁻¹
Kohn-Sham gap (spin up / spin down) = 0.314 / 0.314 hartree
HOMO level (spin up / spin down) = -10.336 / -10.344 eV
ΔE to the lowest compared entry with this formula, charge and spin = 15.2 kcal/mol

Positions of all 4 atoms, in Å:
1 H 0.003 -0.503 -0.287
2 Br -3.081 0.031 -0.122
3 O -0.247 0.382 -0.620
4 O -1.642 0.826 0.361

In elementary charge units, the Mulliken charges are:
1. H 0.353
2. Br 0.209
3. O -0.352
4. O -0.210

=====

(4)
Formula: C25H23BrF4N4O6P2Rh
Source: OMol25
Level of theory: ωB97M-V/def2-TZVPD

Results
DFT total energy = -147014.668 eV
molar mass = 796.23 g mol⁻¹
⟨S²⟩ = 6.01
Kohn-Sham gap (spin up / spin down) = 0.277 / 0.152 hartree
HOMO level (spin up / spin down) = -15.883 / -16.437 eV
spin multiplicity = 5
total charge = +3

Positions of all 66 atoms, in Å:
1 H -0.854 2.484 2.924
2 H 3.669 -1.250 -1.622
3 H 0.987 -1.915 -2.427
4 P -0.228 1.457 0.298
5 H 0.571 3.214 4.797
6 H 2.304 -2.400 2.860
7 P 1.853 -1.758 -0.107
8 C 0.219 2.339 2.878
9 H 0.789 -3.428 1.389
10 H 4.040 1.785 2.733
11 C -2.938 -3.241 0.030
12 C 0.915 0.981 -3.582
13 N -4.659 -2.004 0.250
14 C 1.788 -3.256 1.001
15 H 3.223 3.326 -2.763
16 C 1.969 1.879 -3.728
17 C 2.177 1.530 1.709
18 N 3.093 -1.491 -2.476
19 O 3.273 -1.278 0.100
20 C 2.969 1.937 2.771
21 H 3.457 -2.281 1.668
22 C 0.306 0.851 -2.344
23 C 1.019 2.745 3.932
24 Rh -1.547 -0.527 -0.426
25 H -5.190 -1.147 0.320
26 O -2.875 -6.130 0.266
27 F -4.615 3.918 -0.904
28 H 2.431 2.007 -4.698
29 H -2.071 -5.484 0.227
30 C -4.043 -4.084 0.190
31 C -2.892 5.286 -0.079
32 H 2.125 -4.154 0.488
33 C -3.377 4.039 -0.448
34 C -5.143 -3.245 0.315
35 H 2.119 3.112 -0.574
36 O -0.814 -2.615 -0.690
37 C -0.780 4.265 0.434
38 C 0.806 1.782 1.739
39 O -1.109 -4.715 0.033
40 C -4.005 -5.563 0.232
41 H 0.559 0.421 -4.438
42 H 3.018 2.902 4.687
43 H -0.531 0.145 -2.232
44 H -6.188 -3.479 0.451
45 H 2.619 1.037 0.854
46 C -2.563 2.926 -0.343
47 C 2.394 2.560 3.873
48 H 3.638 -2.052 -3.128
49 H 2.023 -3.284 -2.032
50 C -1.576 5.399 0.349
51 Br -3.314 1.304 -0.996
52 O -5.109 -6.139 0.214
53 N -3.321 -1.985 0.088
54 F -3.658 6.345 -0.163
55 C -1.257 2.989 0.133
56 H 3.210 -3.738 2.509
57 C -1.506 -3.569 -0.217
58 O 0.779 -0.778 0.295
59 F 0.492 4.447 0.773
60 C 1.898 -2.209 -1.921
61 H 2.841 -0.611 -2.933
62 C 1.785 2.507 -1.405
63 N 2.750 -2.922 2.105
64 C 2.405 2.627 -2.644
65 C 0.730 1.612 -1.252
66 F -1.078 6.573 0.659

Atom charges from the Mulliken analysis, given in e for atoms 1 to 5:
1. H 0.504
2. H 0.390
3. H 0.223
4. P 1.373
5. H 0.467

=====

> molar mass of number 3 (BrHO2)?

112.91 g mol⁻¹

=====

> The highest DFT total energy belongs to which entry?

C4H5NO

=====

> What is the molar mass in the third record?

112.91 g mol⁻¹

=====

> The lowest molar mass belongs to which entry?

C4H5NO